39
Properties=species:S:1:pos:R:3:forces:R:3 method="wB97M-V/def2-TZVPD" e_tot_ev=-124330.2062 spin_multiplicity=1 e_homo_ha=-0.101 total_charge=-1 relative_energy_kj_mol=78.9 fmax_ev_per_a=1.86
Zn 0.3983 -0.1491 0.7163 0.5167 0.5817 0.7659
C 4.2255 -2.3365 1.7799 -0.1954 0.1918 0.0011
C 3.1006 -1.3085 1.6839 0.1701 -0.1543 0.7731
C 3.6175 0.1003 1.9541 -0.2180 -0.1974 -0.2417
O 2.5311 -1.3155 0.3681 -0.2007 0.1892 -0.2357
C 1.9866 -1.6214 2.7588 1.2850 -0.2107 -0.3034
O 2.3570 -2.0656 3.8399 0.0281 -0.0179 0.2664
O 0.8062 -1.3856 2.3994 -1.4371 0.6130 -1.0053
H 5.0732 -2.0587 1.1520 -0.0499 0.0582 -0.0902
H 3.8690 -3.3207 1.4764 -0.0128 -0.1416 0.0105
H 4.5431 -2.3951 2.8163 0.0446 -0.0711 0.0573
H 4.4903 0.3128 1.3361 0.0097 0.0413 -0.0636
H 3.8853 0.1935 3.0039 0.0306 -0.0309 0.0636
H 2.8295 0.8115 1.7127 0.0129 0.2274 -0.0062
H 2.1872 -2.2031 0.2232 -0.0058 -0.1153 -0.0620
C -4.8768 -2.3563 0.2212 0.0096 0.0095 0.0402
C -4.0006 -1.1010 0.2647 -0.6651 -0.0154 -0.0626
C -2.5991 -1.4031 0.0846 0.8595 0.1100 0.0272
N -1.4657 -1.5596 -0.0327 -0.2772 -0.2167 0.0158
H -5.9301 -2.0785 0.2469 0.0179 0.0247 -0.0079
H -4.6735 -2.9905 1.0822 0.0254 -0.0941 -0.0487
H -4.6896 -2.9217 -0.6921 -0.0321 -0.0166 0.0661
H -4.1230 -0.5839 1.2212 0.0998 0.0274 -0.1271
H -4.2972 -0.4140 -0.5321 0.1224 0.0692 0.0768
C -2.3108 1.5054 -2.0671 0.4766 0.0545 0.4052
Ge -0.4353 2.0702 -1.4561 0.2443 0.4554 -0.0084
C -0.4721 4.0480 -1.8373 -0.1046 -0.3937 -0.0140
C 0.6753 1.3672 -2.9657 -0.1794 0.0452 0.2992
C 0.3560 1.7830 0.2844 -0.5493 -1.0473 -0.5786
H -2.5886 1.9976 -2.9936 0.0126 0.1545 -0.2469
H -3.0616 1.7483 -1.3183 -0.0988 0.0967 0.1893
H -2.3341 0.4317 -2.2311 0.0329 -0.2681 -0.0442
H -0.8758 4.2398 -2.8282 -0.1073 0.0464 -0.2357
H 0.5348 4.4523 -1.7986 0.2167 -0.0071 0.0538
H -1.0750 4.5958 -1.1177 -0.1218 0.0200 0.1787
H 0.3111 1.7240 -3.9276 -0.1344 0.0744 -0.0965
H 0.6661 0.2805 -2.9872 -0.0117 -0.2197 0.0145
H 1.7077 1.6867 -2.8579 0.1614 0.0717 0.1004
H -0.3440 2.2194 1.0171 0.0245 0.0556 0.0736

77
Properties=species:S:1:pos:R:3:forces:R:3 method="wB97M-V/def2-TZVPD" e_tot_ev=-124756.3326 spin_multiplicity=1 e_homo_ha="-0.086 / -0.086" total_charge=-1 fmax_ev_per_a=9.43
Tl 0.0000 0.0000 0.0000 4.3554 4.2448 3.2733
C 0.6779 -2.1119 -2.4276 0.3557 -0.4215 0.1163
N 0.1861 -0.7645 -2.1494 2.7684 -1.3096 -3.1723
C 1.3002 0.1578 -1.9718 0.0702 0.7946 -2.0949
C -0.7087 -0.3281 -3.2259 -0.3356 0.1736 0.2471
C -2.0570 -0.4323 -2.5489 -0.3819 0.2578 0.4431
N -1.7833 0.0286 -1.1936 -3.2454 -2.7817 0.5760
C -1.9976 -0.9690 -0.2045 -2.6868 -1.3280 -1.0744
C -1.0631 -1.8963 0.5325 -3.2399 -3.0318 0.9616
F 0.3302 -2.1090 0.4792 -1.6982 -3.2302 -1.2487
C -1.6074 -2.7908 1.4793 -0.4731 0.4876 -0.3523
F -0.7851 -3.6317 2.1328 -0.0638 0.3301 -0.2684
C -2.9584 -2.8608 1.7792 0.5110 -0.0924 -0.0574
C -3.8257 -2.0095 1.1272 0.3997 0.5273 -0.5327
F -5.1342 -2.0749 1.4220 0.1122 0.0824 -0.0922
C -3.3674 -1.0942 0.1768 -0.1055 -0.8600 0.9314
F -4.3030 -0.3081 -0.3934 0.7216 -0.4539 0.0820
H 1.2311 -2.1607 -3.3733 0.0299 0.0135 -0.0904
H -0.1515 -2.8262 -2.4792 -0.0161 0.2195 -0.0050
H 1.3489 -2.4617 -1.6359 -0.1243 0.1705 -0.1158
H 1.9213 0.2332 -2.8719 0.2408 0.0798 -0.0992
H 1.9382 -0.1645 -1.1411 -1.6941 0.5876 -1.9690
H 0.9440 1.1621 -1.7162 -0.0538 0.0401 -0.6652
H -0.6596 -0.9290 -4.1414 0.3319 -0.1181 0.2081
H -0.5245 0.7159 -3.5148 0.1381 -0.2287 0.3085
H -2.4359 -1.4607 -2.6198 -0.0221 -0.0393 0.1127
H -2.7830 0.2076 -3.0630 -0.0957 0.0328 0.1426
H -3.3242 -3.5678 2.5109 0.0640 0.0512 0.0054
C -1.1176 5.6745 1.8277 0.0405 -0.1899 -0.1219
C -0.6437 4.2118 1.7135 -0.3857 -0.3768 -0.6666
C -0.9825 3.4406 3.0081 -0.0460 -0.0317 -0.2686
C 0.8968 4.2124 1.5379 -0.3100 -0.1976 -0.2768
Si -1.4693 3.2725 0.1146 1.5218 -1.4101 0.3779
O -0.8038 1.7563 -0.0275 -3.0322 8.9029 -0.6862
C -1.0825 4.3253 -1.4561 0.0710 -0.2020 0.3269
C -1.7939 5.5033 -1.7542 0.4587 -0.1548 -0.3887
C -1.4864 6.2468 -2.8960 0.0409 -0.1654 0.1104
C -0.4727 5.8262 -3.7545 -0.0189 -0.0474 0.0517
C 0.2360 4.6595 -3.4775 -0.1214 -0.0252 0.1382
C -0.0646 3.9116 -2.3377 -0.3014 0.4452 -0.0565
C -3.3788 3.1807 0.0971 -0.0157 0.0451 0.2215
C -4.0140 2.5294 -0.9837 -0.1625 0.3067 0.1856
C -5.4060 2.4408 -1.0575 0.3747 0.1404 0.0789
C -6.1928 2.9929 -0.0525 0.0727 0.0477 0.1003
C -5.5888 3.6293 1.0283 0.1227 -0.0636 -0.0933
C -4.1950 3.7219 1.1055 -0.4094 -0.2455 -0.3810
H -0.6745 6.1567 2.7071 0.0457 -0.0475 0.0409
H -2.2026 5.7560 1.9273 -0.0135 -0.0114 0.0037
H -0.8210 6.2647 0.9540 -0.0183 -0.0780 0.0113
H -0.5022 3.9075 3.8760 0.0491 0.1195 -0.0164
H -0.6345 2.4020 2.9599 -0.0075 0.2037 -0.1507
H -2.0579 3.4183 3.2060 -0.0216 0.0333 -0.0133
H 1.3860 4.6943 2.3924 -0.1143 0.0605 0.0689
H 1.2007 4.7569 0.6365 -0.0655 0.0141 0.0220
H 1.2957 3.1942 1.4621 -0.1986 0.0575 0.0377
H -2.5989 5.8554 -1.1110 0.1244 -0.1892 0.0060
H -2.0428 7.1538 -3.1197 0.0655 -0.0986 0.0234
H -0.2385 6.4049 -4.6443 -0.0280 -0.0559 0.0996
H 1.0218 4.3271 -4.1513 -0.0727 0.0556 0.0554
H 0.4985 2.9966 -2.1470 -0.2510 0.3106 0.0984
H -3.4254 2.0763 -1.7832 0.0104 0.1415 0.3256
H -5.8725 1.9345 -1.8991 0.0663 0.0410 0.1092
H -7.2757 2.9200 -0.1073 0.1045 0.0153 0.0185
H -6.2052 4.0508 1.8188 0.0843 -0.0399 -0.0820
H -3.7775 4.2182 1.9759 0.1424 -0.0678 -0.1442
Cl 3.2292 -0.6035 -0.2864 4.3359 -1.5878 1.9935
C 2.7705 -0.7436 1.3709 -0.4864 0.1051 2.1909
C 1.4297 -0.5170 1.6612 1.4059 -0.8374 0.1502
C 0.9640 -0.6068 2.9682 1.4775 -0.3950 -0.0560
Cl -0.7184 -0.3044 3.2034 -0.4332 -0.2657 1.0796
C 1.8427 -0.9275 4.0105 -0.7607 0.3442 -0.6733
Cl 1.2462 -1.0362 5.6390 0.1268 -0.1059 -0.1118
C 3.2032 -1.1584 3.7223 0.3102 -0.0350 -0.5162
Cl 4.3090 -1.5582 5.0071 -0.1486 0.1411 -0.1982
C 3.6699 -1.0660 2.3950 -0.3210 0.3024 0.1504
Cl 5.3428 -1.3466 2.0174 0.0198 -0.0174 0.1180
H 0.1854 1.1009 1.4908 0.8100 0.9115 1.1372